# 1
Formula: C11H12Br3FO3
Source: the OMol25 dataset
Level of theory: ωB97M-V/def2-TZVPD

Each line ends with the Mulliken charge.
Cartesian coordinates (Å):
1 C -0.855 -2.227 -1.370  -1.159
2 C -0.553 -3.285 -0.273  0.436
3 C -1.550 -4.437 -0.204  -0.331
4 O -0.748 -5.555 -0.483  -0.318
5 C 0.560 -5.237 -0.586  0.641
6 O 1.506 -6.085 -0.763  -0.614
7 O 0.688 -3.932 -0.508  -0.274
8 H -1.837 -1.792 -1.186  0.363
9 H -0.782 -2.729 -2.335  0.361
10 H -0.145 -1.403 -1.299  0.125
11 H -0.508 -2.795 0.699  0.232
12 H -2.345 -4.349 -0.945  0.264
13 H -2.025 -4.410 0.776  0.281
14 F -2.837 5.002 2.110  -0.285
15 C -1.699 4.557 1.561  0.207
16 C -1.112 5.106 0.362  -0.290
17 C 0.123 4.747 -0.198  -0.591
18 C 0.726 3.629 0.377  0.013
19 C 0.186 3.022 1.526  -0.476
20 C -1.037 3.467 2.149  -0.416
21 H -1.724 5.885 -0.069  0.348
22 H 0.442 5.196 -1.127  0.375
23 H 1.678 3.281 0.003  0.293
24 H 0.577 2.083 1.890  0.372
25 H -1.479 2.974 3.002  0.407
26 C 2.941 -0.301 -0.736  -0.286
27 Br 1.442 0.009 0.488  -0.003
28 Br 4.372 -0.982 0.375  0.009
29 Br 3.404 1.469 -1.667  -0.081
30 H 2.589 -0.907 -1.570  0.394

Properties
ΔE to the lowest compared entry with this formula, charge and spin	125.0	kJ/mol
molar mass	450.9	g mol⁻¹
orbital gap	8.619	eV

# 2
Formula: C11H12BrClOs
Source: the OMol25 dataset
Level of theory: ωB97M-V/def2-TZVPD

Each line ends with the Mulliken spin population.
Cartesian coordinates (Å):
1 C 0.877 -0.312 -2.208  0.054
2 C 0.805 1.061 -2.555  0.084
3 C 2.048 1.661 -2.206  -0.080
4 H -0.029 1.543 -3.053  0.028
5 C 2.858 0.665 -1.592  0.193
6 C 2.129 -0.556 -1.596  0.034
7 H 2.519 -1.518 -1.288  0.007
8 H 0.129 -1.055 -2.390  0.029
9 H 2.356 2.681 -2.378  0.003
10 H 3.888 0.792 -1.299  0.051
11 Os 1.139 0.883 -0.592  1.565
12 Br -1.314 2.531 0.675  0.186
13 C -2.295 -1.030 2.508  -0.097
14 C -1.281 -2.009 2.288  0.391
15 C -1.310 -2.317 0.873  0.109
16 H -0.631 -2.428 3.062  0.017
17 C -2.279 -1.474 0.253  0.202
18 C -2.962 -0.742 1.272  0.357
19 H -3.756 0.000 1.119  0.008
20 H -2.611 -0.668 3.492  0.003
21 H -0.673 -3.044 0.342  0.003
22 H -2.457 -1.401 -0.813  0.003
23 Cl 0.747 0.448 2.752  0.354
24 C 0.508 2.132 0.769  0.620
25 H 0.502 1.167 1.487  -0.147
26 H 1.094 2.991 1.077  0.023

Properties
molar mass	449.8	g mol⁻¹
orbital gap (spin up / spin down)	6.595 / 5.693	eV
expectation value of S²	6.03
multiplicity	5

# 3
Formula: C11H12Cl4F6MnN2O3P
Source: the OMol25 dataset
Level of theory: ωB97M-V/def2-TZVPD

Each line ends with the Mulliken spin population.
Cartesian coordinates (Å):
1 Mn 1.157 0.322 -0.186  4.785
2 Cl 1.167 5.856 3.375  0.006
3 C 1.023 4.237 2.969  0.020
4 C 1.198 3.216 4.061  -0.005
5 Cl 1.492 3.765 5.626  -0.001
6 C 1.131 1.901 3.828  0.009
7 Cl 1.331 0.727 5.026  0.002
8 C 0.900 1.449 2.455  -0.004
9 O 0.895 0.310 2.127  0.030
10 C 0.667 2.529 1.351  0.003
11 O 0.430 2.115 0.261  0.020
12 C 0.753 3.911 1.688  -0.007
13 Cl 0.527 5.060 0.462  -0.002
14 F 2.829 0.814 -1.791  0.016
15 P 3.923 0.035 -0.838  -0.006
16 F 5.018 1.112 -1.061  0.000
17 F 4.710 -0.783 0.232  0.000
18 F 4.334 -0.896 -2.012  0.001
19 F 3.220 0.941 0.410  0.018
20 F 2.568 -1.074 -0.538  0.032
21 C 0.368 -2.856 -1.908  -0.002
22 N -1.077 -2.554 -1.813  0.007
23 C -1.986 -3.622 -2.258  0.000
24 C -1.378 -1.352 -1.272  0.010
25 O -0.390 -0.600 -1.049  0.051
26 N -2.609 -0.855 -0.953  0.006
27 C -2.687 0.481 -0.368  0.005
28 C -3.965 -1.427 -1.040  0.000
29 H 0.479 -3.811 -2.407  0.000
30 H 0.828 -2.922 -0.924  0.002
31 H 0.895 -2.099 -2.479  0.001
32 H -1.380 -4.390 -2.722  0.000
33 H -2.682 -3.274 -3.013  0.000
34 H -2.523 -4.087 -1.435  0.000
35 H -1.710 0.906 -0.237  0.001
36 H -3.192 0.419 0.598  0.000
37 H -3.271 1.132 -1.018  0.000
38 H -4.011 -2.380 -1.505  0.000
39 H -4.597 -0.742 -1.608  0.000
40 H -4.385 -1.515 -0.034  0.000

Properties
charge	+1
ΔE to the lowest compared entry with this formula, charge and spin	0.0	kJ/mol
molar mass	561.9	g mol⁻¹
orbital gap (spin up / spin down)	6.199 / 6.111	eV
expectation value of S²	8.75
multiplicity	6

# 4
Formula: C11H12CoNO5S5Sb
Source: the OMol25 dataset
Level of theory: ωB97M-V/def2-TZVPD

Each line ends with the Mulliken spin population.
Cartesian coordinates (Å):
1 Co 0.743 0.324 -0.152  1.240
2 O 1.826 -0.156 -1.887  0.004
3 C 3.017 -0.407 -1.941  -0.004
4 C 3.975 -0.418 -0.853  -0.012
5 C 5.287 -0.730 -1.183  0.005
6 C 6.281 -0.748 -0.227  0.001
7 C 5.972 -0.449 1.120  -0.002
8 C 4.698 -0.142 1.471  0.002
9 C 3.616 -0.107 0.513  0.006
10 O 2.461 0.187 0.898  0.001
11 N 7.627 -1.068 -0.599  0.000
12 O 7.873 -1.325 -1.773  0.000
13 O 8.489 -1.073 0.274  0.001
14 H 3.453 -0.661 -2.926  -0.001
15 H 5.541 -0.960 -2.211  0.000
16 H 6.766 -0.471 1.853  0.000
17 H 4.436 0.088 2.495  0.000
18 S -5.156 -1.337 1.908  0.000
19 Sb -4.772 0.153 0.223  -0.001
20 S -1.302 0.040 -0.990  -0.182
21 S -0.668 -1.489 0.243  -0.070
22 S -4.933 2.267 1.077  -0.001
23 O -0.051 1.499 1.423  0.018
24 S -0.273 0.573 2.606  -0.002
25 C -0.050 1.682 4.047  -0.004
26 C -1.250 1.444 4.952  -0.001
27 C -2.451 1.407 4.005  0.001
28 C -2.063 0.475 2.867  0.000
29 H -0.064 2.690 3.627  0.001
30 H 0.922 1.487 4.498  0.000
31 H -1.339 2.216 5.722  0.000
32 H -1.152 0.481 5.463  0.000
33 H -2.648 2.406 3.609  0.000
34 H -3.365 1.062 4.489  0.000
35 H -2.501 0.753 1.909  0.001
36 H -2.304 -0.571 3.053  0.000

Properties
charge	-2
ΔE to the lowest compared entry with this formula, charge and spin	119.4	kJ/mol
molar mass	579.2	g mol⁻¹
orbital gap (spin up / spin down)	4.482 / 4.509	eV
expectation value of S²	0.91
multiplicity	2

# 5
Formula: C11H12F3NO9
Source: the OMol25 dataset
Level of theory: ωB97M-V/def2-TZVPD

Each line ends with the Mulliken charge.
Cartesian coordinates (Å):
1 O 8.285 10.176 14.507  -0.482
2 C 8.200 9.369 13.652  0.505
3 O 8.727 9.440 12.410  -0.336
4 C 8.336 8.362 11.592  -0.167
5 C 7.678 7.416 12.596  0.518
6 F 8.501 6.387 12.892  -0.320
7 O 7.414 8.194 13.701  -0.347
8 H 7.568 8.691 10.980  0.194
9 H 9.214 7.937 11.102  0.218
10 H 6.774 6.906 12.269  0.211
11 O 11.017 13.049 7.720  -0.465
12 C 10.902 14.186 7.535  0.611
13 O 10.279 14.776 6.518  -0.335
14 C 10.438 16.178 6.614  -0.429
15 C 11.027 16.420 7.937  0.371
16 F 10.060 16.709 8.826  -0.288
17 O 11.563 15.179 8.258  -0.326
18 H 11.128 16.541 5.892  0.281
19 H 9.499 16.653 6.342  0.296
20 H 11.814 17.213 7.977  0.257
21 O 8.252 6.397 9.318  -0.480
22 C 7.429 6.523 8.483  0.601
23 O 7.378 5.899 7.315  -0.371
24 C 6.218 6.451 6.580  -0.564
25 C 5.432 7.180 7.601  0.389
26 F 4.509 6.333 8.143  -0.314
27 O 6.345 7.407 8.636  -0.258
28 H 6.595 7.195 5.882  0.343
29 H 5.771 5.616 6.078  0.323
30 H 5.008 8.130 7.267  0.292
31 C 9.541 10.030 8.546  -0.875
32 C 8.737 9.422 7.525  0.627
33 N 8.089 8.907 6.736  -0.474
34 H 10.034 9.247 9.096  0.234
35 H 8.899 10.635 9.197  0.279
36 H 10.159 10.806 8.092  0.283

Properties
SMILES	O=C1OC[C@@H](F)O1.O=C1OC[C@@H](F)O1.O=C1OC[C@@H](F)O1.CC#N
molar mass	359.2	g mol⁻¹
orbital gap	11.821	eV

# 6
Formula: C11H12FN2
Source: the OMol25 dataset
Level of theory: ωB97M-V/def2-TZVPD

Each line ends with the Mulliken charge.
Cartesian coordinates (Å):
1 C 1.598 1.977 0.168  -1.260
2 C 0.114 1.703 0.030  -0.140
3 C -0.804 1.304 1.071  0.352
4 C -2.137 1.992 1.268  -1.240
5 N -0.657 0.419 -0.229  0.363
6 C -1.603 0.181 -1.356  0.084
7 N -1.374 -0.886 -1.938  -0.502
8 C -0.294 -1.563 -1.267  0.085
9 C 0.349 -2.810 -1.515  -0.488
10 C 1.281 -3.244 -0.594  0.133
11 F 1.946 -4.382 -0.791  -0.278
12 C 1.676 -2.422 0.441  -0.871
13 C 1.012 -1.166 0.658  -0.497
14 C 0.080 -0.795 -0.217  0.784
15 H 2.136 1.419 0.976  0.263
16 H 1.981 1.266 -0.629  0.372
17 H 1.615 3.047 0.045  0.374
18 H -0.281 2.495 -0.542  0.429
19 H -0.456 0.521 1.774  0.344
20 H -2.577 2.183 0.257  0.268
21 H -2.878 1.488 1.835  0.380
22 H -1.919 3.025 1.649  0.335
23 H -2.435 0.818 -1.278  0.383
24 H -0.045 -3.365 -2.382  0.437
25 H 2.386 -2.726 1.131  0.495
26 H 1.286 -0.479 1.434  0.395

Properties
charge	+1
ΔE to the lowest compared entry with this formula, charge and spin	0.0	kJ/mol
SMILES	C[C@@H]1[C@@H](C)[N+]12C=Nc1cc(F)ccc12
molar mass	191.2	g mol⁻¹
orbital gap	9.414	eV

# 7
Formula: C11H12IN3O3P
Source: the OMol25 dataset
Level of theory: ωB97M-V/def2-TZVPD

Each line ends with the Mulliken charge.
Cartesian coordinates (Å):
1 N 0.517 3.647 1.355  -0.530
2 C 0.162 2.863 0.148  -0.828
3 C -0.238 1.454 0.554  0.360
4 C 0.652 0.646 1.193  0.963
5 P 2.394 1.053 1.654  -0.123
6 O 2.956 2.349 0.777  -0.426
7 I 3.620 -0.851 0.665  -0.040
8 C 0.216 -0.668 1.601  -0.320
9 C -1.031 -1.088 1.349  -0.713
10 C -1.979 -0.279 0.666  0.417
11 N -3.221 -0.797 0.448  -0.638
12 C -3.971 0.042 -0.224  -0.206
13 C -3.588 1.337 -0.645  -0.321
14 N -2.406 1.845 -0.397  -0.492
15 C -1.566 0.999 0.264  0.082
16 H -0.324 4.017 1.782  0.206
17 H 1.146 4.404 1.120  0.189
18 H 1.030 2.799 -0.515  0.288
19 H -0.631 3.405 -0.376  0.444
20 H 3.384 2.042 -0.036  0.304
21 H 0.904 -1.326 2.129  0.291
22 H -1.316 -2.094 1.653  0.320
23 H -4.991 -0.280 -0.455  0.365
24 H -4.308 1.942 -1.199  0.407
25 C 2.368 -3.736 -2.193  -0.507
26 C 1.024 -4.177 -1.570  0.494
27 O 0.792 -3.743 -0.414  -0.659
28 O 0.321 -4.916 -2.293  -0.746
29 H 2.918 -3.098 -1.502  -0.039
30 H 2.979 -4.613 -2.424  0.236
31 H 2.187 -3.183 -3.117  0.223

Properties
charge	-1
molar mass	392.1	g mol⁻¹
orbital gap	5.832	eV

# 8
Formula: C11H12N2
Source: the OMol25 dataset
Level of theory: ωB97M-V/def2-TZVPD

Each line ends with the Mulliken charge.
Cartesian coordinates (Å):
1 C -2.085 -0.537 -3.065  -0.293
2 C -1.914 0.870 -3.271  -0.702
3 C -0.613 1.270 -2.604  -0.596
4 C 0.041 0.621 -1.455  0.306
5 C -0.307 -0.671 -1.219  1.103
6 C -1.270 -1.340 -2.013  -0.618
7 C 0.007 -1.417 0.106  -0.682
8 N -0.187 -0.146 1.236  -0.300
9 C 0.464 -0.646 2.371  -0.730
10 C 1.246 0.493 3.045  -0.332
11 C 1.671 1.402 1.844  -0.553
12 C 0.934 0.833 0.578  0.460
13 N 1.014 1.177 -0.676  -0.699
14 H -2.594 -1.322 -3.693  0.288
15 H -2.294 1.432 -4.018  0.464
16 H -0.193 2.194 -2.831  0.446
17 H -0.927 -2.513 -1.621  0.188
18 H -0.929 -2.119 0.377  0.343
19 H 0.999 -2.196 0.416  0.184
20 H 0.982 -1.584 2.266  0.301
21 H -0.243 -0.766 3.215  0.337
22 H 0.159 0.808 3.623  0.278
23 H 2.119 0.047 3.688  0.231
24 H 2.715 1.700 1.596  0.393
25 H 1.207 2.414 2.106  0.184

Properties
ΔE to the lowest compared entry with this formula, charge and spin	749.3	kJ/mol
SMILES	c1ccc2c(c1)CN1CCCC1=N2
molar mass	172.2	g mol⁻¹
orbital gap	8.785	eV

# 9
Formula: C11H12N2O
Source: the OMol25 dataset
Level of theory: ωB97M-V/def2-TZVPD

Each line ends with the Mulliken charge.
Cartesian coordinates (Å):
1 O -2.030 2.508 0.312  -0.689
2 C -1.151 1.777 -0.160  0.180
3 N 0.159 2.149 -0.053  -0.059
4 C 1.200 1.223 -0.169  0.458
5 C 2.606 1.420 0.136  -0.355
6 C 3.579 0.458 0.248  -0.544
7 C 3.204 -0.872 0.063  -0.370
8 C 1.896 -1.169 -0.374  -0.830
9 C 0.859 -0.133 -0.450  0.514
10 N -0.582 -0.546 -0.429  0.173
11 C -1.146 -1.779 0.123  -0.500
12 C -2.318 -1.117 0.922  -0.701
13 C -2.806 -0.186 -0.272  -1.016
14 C -1.509 0.408 -0.764  0.358
15 H 0.404 3.113 0.115  0.272
16 H 2.824 2.592 0.383  0.087
17 H 4.687 0.577 0.605  0.242
18 H 4.036 -1.555 0.119  0.353
19 H 1.769 -2.254 -0.664  0.308
20 H -0.541 -2.242 1.019  0.320
21 H -1.660 -2.456 -0.804  0.228
22 H -1.967 -0.594 1.847  0.276
23 H -3.192 -1.720 1.255  0.402
24 H -3.310 -0.836 -1.073  0.269
25 H -3.370 0.682 -0.111  0.504
26 H -1.639 0.552 -1.824  0.118

Properties
ΔE to the lowest compared entry with this formula, charge and spin	271.6	kJ/mol
SMILES	O=C1Nc2ccccc2N2CCC[C@@H]12
molar mass	188.2	g mol⁻¹
orbital gap	8.605	eV

# 10
Formula: C11H12N2O
Source: the OMol25 dataset
Level of theory: ωB97M-V/def2-TZVPD

Each line ends with the Mulliken charge.
Cartesian coordinates (Å):
1 C -0.487 -3.414 1.487  -1.140
2 C -0.264 -2.730 0.075  0.354
3 O -0.066 -3.672 -0.995  -0.576
4 C -1.443 -1.690 -0.249  -1.167
5 C -0.799 -0.254 -0.105  0.544
6 C -1.028 0.452 1.219  -0.544
7 C -0.448 1.766 1.371  -0.568
8 C 0.373 2.419 0.291  0.332
9 N 0.901 3.670 0.574  -0.599
10 C 1.592 4.190 -0.472  -0.197
11 C 1.759 3.480 -1.769  -0.133
12 N 1.299 2.239 -2.077  -0.578
13 C 0.593 1.734 -0.992  0.466
14 C -0.040 0.375 -1.159  -0.237
15 H -1.296 -4.187 1.401  0.335
16 H -0.765 -2.598 2.220  0.253
17 H 0.493 -3.866 1.816  0.310
18 H 0.700 -2.143 0.163  0.334
19 H 0.852 -3.559 -1.301  0.347
20 H -1.844 -1.836 -1.289  0.370
21 H -2.278 -1.739 0.497  0.435
22 H -1.643 -0.027 2.022  0.298
23 H -0.606 2.345 2.321  0.330
24 H 2.029 5.213 -0.352  0.349
25 H 2.327 4.020 -2.576  0.354
26 H 0.088 -0.188 -2.123  0.328

Properties
ΔE to the lowest compared entry with this formula, charge and spin	253.6	kJ/mol
SMILES	C[C@@H](O)Cc1ccc2nccnc2c1
molar mass	188.2	g mol⁻¹
orbital gap	8.331	eV

# 11
Formula: C11H12NO2
Source: the OMol25 dataset
Level of theory: ωB97M-V/def2-TZVPD

Each line ends with the Mulliken charge.
Cartesian coordinates (Å):
1 C -1.373 -1.348 -2.603  -1.275
2 C -0.876 -0.690 -0.131  -0.551
3 C 0.569 0.999 -0.473  -0.035
4 C -0.798 -0.516 -1.469  0.402
5 C 0.220 0.473 -1.743  0.847
6 C 1.389 2.117 -0.319  -0.781
7 C 1.847 2.673 -1.502  -0.313
8 C 0.792 1.003 -2.890  -0.444
9 C 1.624 2.109 -2.782  -0.767
10 N -0.061 0.264 0.493  0.175
11 H 0.230 0.117 1.450  0.006
12 H -1.473 -1.396 0.415  0.414
13 H 1.670 2.518 0.643  0.433
14 H -0.961 -2.362 -2.483  0.265
15 H -0.994 -1.041 -3.560  0.281
16 H 2.492 3.546 -1.475  0.319
17 H 0.570 0.482 -3.815  0.212
18 H 2.091 2.521 -3.665  0.374
19 H -2.456 -1.374 -2.511  0.324
20 C -0.031 -0.367 3.634  -1.224
21 C -0.759 -1.620 2.988  0.696
22 O -0.038 -2.258 2.188  -0.692
23 O -1.951 -1.825 3.261  -0.760
24 H 0.326 -0.905 4.528  0.305
25 H -0.811 0.244 4.080  0.263
26 H 0.843 0.004 3.118  0.527

Properties
charge	-1
ΔE to the lowest compared entry with this formula, charge and spin	99.9	kJ/mol
molar mass	190.2	g mol⁻¹
orbital gap	7.817	eV

# 12
Formula: C11H12NS2
Source: the OMol25 dataset
Level of theory: ωB97M-V/def2-TZVPD

Each line ends with the Mulliken charge.
Cartesian coordinates (Å):
1 C 4.092 0.311 0.160  -0.238
2 C 3.264 -0.043 1.206  -0.671
3 C 3.558 0.959 -0.934  -0.721
4 C 1.838 0.134 1.147  0.056
5 C 2.127 1.015 -1.101  -0.330
6 C -0.616 2.098 -0.204  -0.019
7 C 1.296 0.657 -0.006  -0.200
8 C -2.669 0.716 0.185  0.451
9 C -0.946 -0.155 -0.014  0.037
10 C -3.999 0.089 0.223  -1.141
11 C -1.822 -2.763 -0.300  -0.736
12 N -0.122 0.872 -0.113  0.198
13 S -2.319 2.294 -0.226  -0.015
14 S -0.551 -1.728 0.456  0.123
15 H 5.233 0.378 0.297  0.322
16 H 3.588 -0.584 2.046  0.396
17 H 4.256 0.879 -1.755  0.349
18 H 1.271 -0.179 2.053  0.424
19 H 1.615 1.422 -2.017  0.402
20 H 0.080 2.912 -0.501  0.393
21 H -4.298 -0.290 1.197  0.336
22 H -4.766 0.791 0.016  0.418
23 H -4.248 -0.721 -0.438  0.328
24 H -1.212 -3.552 -0.946  0.335
25 H -2.328 -2.027 -0.861  0.206
26 H -2.321 -3.486 0.431  0.298

Properties
charge	+1
ΔE to the lowest compared entry with this formula, charge and spin	282.6	kJ/mol
molar mass	222.4	g mol⁻¹
orbital gap (spin up / spin down)	7.559 / 7.559	eV

Strongest force on any atom for the records above, in order: 0.120; 0.148; 0.052; 0.007; 0.059; 0.086; 0.028; 0.178; 0.117; 0.075; 0.062; 0.124 hartree/bohr